one:
Formula: CH5NO2S
Source: OMol25
Level of theory: ωB97M-V/def2-TZVPD

Last column: natural (NBO) charge in e.
Positions of all 10 atoms, in Å:
C  0.938  -0.917  0.569  -0.1896
N  1.154  -0.459  -0.583  -0.0583
O  1.337  1.717  0.375  -0.4784
O  1.459  0.828  -0.735  -0.1260
S  -2.888  0.075  -0.281  -0.2860
H  -1.934  -0.782  -0.376  0.1291
H  0.938  -0.464  1.514  0.1924
H  0.660  -1.924  0.644  0.1837
H  2.002  2.418  0.180  0.4776
H  -3.666  -0.491  -1.308  0.1556

---

two:
Formula: CH5NO2S
Source: OMol25
Level of theory: ωB97M-V/def2-TZVPD

Last column: natural (NBO) charge in e.
Positions of all 10 atoms, in Å:
C  -0.099  1.379  0.315  -0.4481
N  -0.997  0.360  -0.286  -0.8588
O  -1.326  -2.036  -0.548  -0.9069
O  1.112  -1.411  -0.748  -0.8712
S  -0.417  -1.028  -0.208  2.0569
H  0.430  1.021  1.168  0.1766
H  0.685  1.878  -0.239  0.1957
H  -0.698  2.022  0.790  0.2091
H  1.329  -0.891  -1.475  0.4904
H  -0.019  -1.294  1.233  -0.0437

---

Least stable: one

---

one:
Formula: C6H10NO
Source: OMol25
Level of theory: ωB97M-V/def2-TZVPD

As for the charge: +1.

Last column: natural (NBO) charge in e.
Positions of all 18 atoms, in Å:
C  -1.541  0.097  2.393  -0.1603
C  -1.231  0.751  1.452  -0.0450
C  -1.254  -0.554  -1.215  -0.1324
C  -0.396  0.546  -0.829  0.3600
C  1.572  -0.702  0.184  -0.4505
C  -0.842  1.509  0.254  -0.5266
N  1.058  0.302  -0.806  -0.5395
O  -0.950  0.559  -2.042  -0.4347
H  -2.024  -0.547  3.031  0.2458
H  -1.010  -1.557  -1.715  0.2299
H  -2.293  -0.615  -0.755  0.2297
H  1.643  -0.071  1.121  0.2408
H  0.943  -1.562  0.443  0.2716
H  2.654  -0.898  0.049  0.2564
H  -1.734  1.918  -0.215  0.2860
H  -0.224  2.348  0.307  0.2490
H  1.452  -0.085  -1.722  0.4615
H  1.446  1.337  -0.791  0.4584

---

two:
Formula: C6H10NO
Source: OMol25
Level of theory: ωB97M-V/def2-TZVPD

As for the charge: +1.

Last column: natural (NBO) charge in e.
Positions of all 18 atoms, in Å:
O  -1.703  -0.357  -2.023  -0.5522
C  -1.707  0.893  -1.575  0.2137
C  -0.831  1.609  -0.544  -0.3948
C  0.584  1.117  -0.774  -0.3749
C  0.844  0.197  0.595  0.0938
C  1.967  0.091  1.438  -0.0702
C  -0.034  -2.121  0.941  -0.5151
N  -0.221  -0.645  0.799  -0.0925
H  -2.385  1.527  -2.084  0.1936
H  -1.735  0.738  -0.325  0.3575
H  -1.269  2.588  -0.332  0.2830
H  1.250  1.978  -0.789  0.2711
H  0.699  0.385  -1.572  0.2736
H  2.973  0.151  1.165  0.2365
H  1.698  -0.515  2.445  0.2423
H  0.647  -2.538  1.706  0.2449
H  -1.173  -2.609  1.022  0.2770
H  0.396  -2.492  -0.092  0.3128

---

Least stable: two

---

one:
Formula: C6H10NO
Source: OMol25
Level of theory: ωB97M-V/def2-TZVPD

As for the charge: +1.

Last column: natural (NBO) charge in e.
Positions of all 18 atoms, in Å:
C  -0.913  -2.265  -1.075  -0.3352
C  -1.043  -1.709  0.166  0.1474
C  -0.423  -1.041  -1.370  0.5619
C  1.181  1.453  -0.055  -0.6716
C  0.067  0.563  2.023  -0.6452
C  0.018  0.712  0.539  -0.0187
N  0.078  -0.664  -0.078  -0.4248
O  -0.690  -0.159  -2.276  -0.5914
H  -1.257  -3.164  -1.647  0.3004
H  2.185  1.514  0.223  0.2561
H  1.201  1.249  -1.102  0.2190
H  0.847  2.494  -0.039  0.2575
H  -0.717  -0.133  2.220  0.2424
H  -0.119  1.496  2.624  0.2732
H  1.044  0.161  2.294  0.2194
H  -0.973  0.970  0.087  0.2240
H  0.879  -1.032  0.352  0.4513
H  -1.363  -0.448  -2.887  0.5341

---

two:
Formula: C6H10NO
Source: OMol25
Level of theory: ωB97M-V/def2-TZVPD

As for the charge: +1.

Last column: natural (NBO) charge in e.
Positions of all 18 atoms, in Å:
C  2.012  -1.637  0.139  0.5556
C  -1.987  -1.397  -0.422  -0.3391
C  -0.880  -1.693  0.280  -0.0709
C  1.905  0.615  -0.243  -0.0746
C  0.377  0.351  -0.233  -0.1268
C  -0.309  1.525  0.481  -0.6035
N  0.143  -0.850  0.509  -0.2996
O  2.632  -0.610  -0.110  -0.3326
H  2.457  -2.592  0.364  0.2247
H  -2.821  -2.071  -0.429  0.2365
H  -2.122  -0.461  -0.935  0.2026
H  -0.806  -2.621  0.832  0.2260
H  2.230  1.106  -1.164  0.2461
H  2.215  1.231  0.610  0.2359
H  0.016  0.267  -1.271  0.2069
H  -0.126  1.467  1.551  0.2378
H  -1.382  1.492  0.314  0.2403
H  0.070  2.468  0.097  0.2347

---

three:
Formula: C6H10NO
Source: OMol25
Level of theory: ωB97M-V/def2-TZVPD

As for the charge: +1.

Last column: natural (NBO) charge in e.
Positions of all 18 atoms, in Å:
C  0.697  2.789  0.125  -0.1675
C  0.272  1.843  -0.485  -0.0870
C  -0.359  -2.029  -1.078  -0.0858
C  0.198  -0.690  -0.624  0.3831
C  -0.694  -0.035  1.701  -0.4350
C  -0.008  0.726  -1.378  -0.5246
N  0.492  -0.513  0.892  -0.5450
O  1.029  -1.648  -1.194  -0.4516
H  0.812  3.721  0.654  0.2698
H  -0.523  -2.739  -0.334  0.1987
H  -0.832  -2.028  -1.995  0.2202
H  -1.183  0.702  0.941  0.2442
H  -1.418  -0.660  2.128  0.2528
H  -0.356  0.567  2.531  0.2451
H  -0.954  0.673  -1.878  0.2703
H  0.752  0.803  -2.218  0.2939
H  0.761  -1.539  1.266  0.4608
H  1.314  0.057  0.948  0.4576

---

Least stable: one

---

one:
Formula: C6H10NO
Source: OMol25
Level of theory: ωB97M-V/def2-TZVPD

As for the charge: +1.

Last column: natural (NBO) charge in e.
Positions of all 18 atoms, in Å:
C  -3.708  0.840  -0.346  -0.0280
C  1.198  -0.247  0.205  0.9376
C  3.711  -0.733  0.020  -0.3015
C  3.515  0.340  -0.893  -0.3280
C  2.478  0.266  0.234  -0.5020
C  -2.777  -1.410  -0.245  -0.4277
N  -2.813  0.011  -0.140  -0.4485
O  0.176  -0.731  0.362  -0.2279
H  -4.789  0.485  -0.421  0.1428
H  -3.508  1.944  -0.278  0.1802
H  3.421  -1.783  -0.317  0.2637
H  4.595  -0.795  0.760  0.2882
H  4.093  1.191  -0.790  0.2557
H  3.249  0.120  -1.992  0.2713
H  2.558  1.182  0.799  0.3361
H  -1.873  -1.578  -0.911  0.1877
H  -3.659  -1.932  -0.706  0.1921
H  -2.468  -1.870  0.622  0.2082

---

two:
Formula: C6H10NO
Source: OMol25
Level of theory: ωB97M-V/def2-TZVPD

As for the charge: +1.

Last column: natural (NBO) charge in e.
Positions of all 18 atoms, in Å:
C  -0.911  -2.569  0.042  -0.0351
C  -0.904  -1.372  0.102  -0.0684
C  2.881  -1.481  -0.073  0.2987
C  -0.255  0.455  -1.326  -0.6895
C  -1.250  2.222  0.966  -0.4654
C  -0.886  0.045  -0.017  0.3877
N  -1.265  0.812  0.936  -0.4143
O  2.034  -0.726  0.273  -0.5456
H  -0.648  -3.571  -0.006  0.2521
H  3.469  -1.270  -1.005  0.1227
H  0.499  1.289  -1.251  0.2725
H  -1.116  0.647  -1.862  0.2545
H  0.476  -0.296  -1.878  0.2906
H  -1.728  2.642  0.074  0.2413
H  -1.772  2.754  1.893  0.2773
H  -0.117  2.474  0.883  0.2489
H  3.295  -2.309  0.624  0.1276
H  -1.804  0.254  1.625  0.4445

---

Least stable: one

---

one:
Formula: C5H9NO3
Source: OMol25
Level of theory: ωB97M-V/def2-TZVPD

Last column: natural (NBO) charge in e.
Positions of all 18 atoms, in Å:
C  -0.323  2.100  -0.062  -0.1082
C  -0.232  1.028  -1.069  -0.1506
C  1.437  -0.589  -1.273  0.1482
C  1.051  -1.425  -0.354  -0.3248
C  0.032  -1.492  0.846  0.0695
H  0.566  2.445  1.633  0.4618
H  -1.296  2.546  0.274  0.1713
H  0.192  2.946  -0.467  0.1730
H  -0.672  0.023  -0.667  0.2445
H  -0.704  1.375  -2.016  0.1806
H  2.148  -0.916  -1.880  0.1764
H  1.773  -2.355  -0.373  0.2244
H  0.565  -1.457  1.907  0.2524
H  -3.035  -1.134  1.403  0.4832
N  -1.089  -1.259  0.303  -0.1201
O  0.251  1.485  1.118  -0.7151
O  1.258  0.915  -1.373  -0.5348
O  -1.972  -1.449  1.447  -0.6317

---

two:
Formula: C5H9NO3
Source: OMol25
Level of theory: ωB97M-V/def2-TZVPD

Last column: natural (NBO) charge in e.
Positions of all 18 atoms, in Å:
C  0.571  -1.076  1.065  -0.1378
C  -0.722  -0.862  0.254  -0.3706
C  -2.691  0.365  -0.611  -0.6522
C  2.792  0.390  -1.205  -0.2219
C  -1.393  0.285  0.123  0.3625
N  2.139  0.211  -0.134  0.3745
O  1.575  -1.098  0.048  -0.3811
O  1.879  1.021  0.759  -0.5040
O  -1.015  1.423  0.782  -0.6906
H  0.709  -2.139  1.387  0.2156
H  0.624  -0.247  1.905  0.2198
H  -0.972  -1.766  -0.325  0.2077
H  -3.412  0.249  0.103  0.2247
H  -2.888  -0.292  -1.332  0.2212
H  -2.971  1.291  -0.892  0.2243
H  3.004  1.337  -1.553  0.2111
H  3.023  -0.440  -1.718  0.1980
H  -0.252  1.348  1.345  0.4988

---

Least stable: one

---

one:
Formula: C5H9NO3
Source: OMol25
Level of theory: ωB97M-V/def2-TZVPD

Last column: natural (NBO) charge in e.
Positions of all 18 atoms, in Å:
C  -2.917  0.399  -0.959  -0.2666
C  2.208  0.796  -0.119  -0.4156
C  1.404  -1.450  0.322  -0.4149
N  1.097  -0.030  0.327  -0.4637
C  -1.010  -0.142  0.330  0.7214
C  0.065  0.644  1.105  0.6281
O  -1.537  0.611  -0.653  -0.5090
O  -1.540  -1.111  0.835  -0.6042
O  0.093  1.694  1.674  -0.5191
H  -3.278  -0.544  -0.554  0.2117
H  -3.510  1.196  -0.517  0.1917
H  -3.018  0.375  -2.044  0.1936
H  2.462  0.577  -1.158  0.2018
H  1.713  -1.768  -0.678  0.2008
H  1.932  1.847  -0.042  0.2259
H  3.086  0.603  0.510  0.1881
H  2.213  -1.656  1.022  0.1910
H  0.539  -2.039  0.599  0.2391

---

two:
Formula: C5H9NO3
Source: OMol25
Level of theory: ωB97M-V/def2-TZVPD

Last column: natural (NBO) charge in e.
Positions of all 18 atoms, in Å:
C  -0.638  -1.428  0.346  -0.5455
C  0.437  2.135  -1.132  -0.4282
C  -1.623  -2.107  1.258  -0.6093
N  0.803  0.779  -0.722  -0.1755
C  -0.963  -0.309  -0.360  0.6902
C  1.213  0.464  0.670  0.5395
O  1.835  0.355  -1.586  -0.5590
O  -1.817  0.516  -0.464  -0.5385
O  2.344  0.076  0.900  -0.5649
H  2.604  0.249  -0.977  0.4817
H  0.051  -2.095  -0.153  0.2358
H  0.474  0.844  1.379  0.1641
H  1.221  2.865  -0.942  0.2028
H  -0.446  2.419  -0.568  0.2306
H  0.183  2.139  -2.191  0.2339
H  -2.307  -2.802  0.763  0.2094
H  -2.251  -1.380  1.772  0.2139
H  -1.119  -2.721  2.005  0.2190

---

three:
Formula: C5H9NO3
Source: OMol25
Level of theory: ωB97M-V/def2-TZVPD

Last column: natural (NBO) charge in e.
Positions of all 18 atoms, in Å:
C  0.093  -0.711  0.857  -0.1744
C  0.760  0.483  0.160  -0.4810
C  -1.238  -1.072  0.177  0.7896
C  -0.127  1.407  -0.629  0.2905
N  0.949  -1.901  0.823  -0.8551
C  0.171  1.998  -1.772  -0.4400
O  -1.152  -2.105  -0.643  -0.6616
O  -0.946  2.040  0.326  -0.7435
O  -2.234  -0.402  0.305  -0.6118
H  -0.246  -2.479  -0.540  0.5128
H  -1.643  1.392  0.562  0.5036
H  -0.159  -0.426  1.890  0.2121
H  1.931  -1.647  0.817  0.3781
H  0.816  -2.470  1.653  0.3772
H  0.898  1.307  1.014  0.2637
H  1.589  0.154  -0.466  0.2206
H  -0.466  2.770  -2.169  0.2186
H  1.003  1.662  -2.367  0.2006

---

Least stable: two